62
Properties=species:S:1:pos:R:3:forces:R:3 method="wB97M-V/def2-TZVPD" orbital_gap_ev=9.833 homo_energy_ev=-10.0 e_tot_ev=-875703.9663
C 7.05720 8.64639 14.26913 -0.9 -1.3 1.1
Br 5.76400 7.40878 13.59892 -0.9 -0.5 -0.4
Br 6.25884 10.34021 14.52701 0.0 0.6 0.1
Br 8.51509 8.58345 13.11577 1.3 0.4 -0.5
H 7.25552 8.16475 15.23914 0.5 0.8 -0.4
C 16.77772 8.48643 10.04634 0.3 -0.9 -1.1
Br 15.66248 9.86084 10.63594 -0.5 0.7 0.3
Br 17.49732 7.45858 11.47703 0.2 -0.2 0.4
Br 18.17991 9.09382 8.85631 0.0 0.1 0.0
H 16.20890 7.78588 9.43444 0.0 0.3 0.2
C 11.65638 12.24681 7.10323 -1.1 0.6 0.5
N 11.58513 10.85144 6.67853 0.5 -1.2 0.1
O 11.91023 9.98541 7.49336 -0.5 0.4 -0.7
O 11.26943 10.65320 5.51977 0.1 -0.2 0.7
H 12.20869 12.71520 6.30818 0.5 0.5 0.2
H 12.02076 12.33661 8.13713 0.3 -0.1 -0.7
H 10.62470 12.63369 7.06746 0.3 -0.1 -0.1
C 11.28436 10.77199 10.58020 0.5 -1.9 0.5
N 10.51141 11.73646 11.35399 -0.1 -1.3 -1.3
O 10.75454 11.75668 12.52302 -0.6 1.2 1.2
O 9.70198 12.39759 10.70293 0.1 0.2 1.1
H 12.05408 11.33732 10.12746 1.0 0.4 -0.4
H 10.67678 10.35517 9.81166 -0.6 -0.2 -0.5
H 11.70010 9.93572 11.21284 -0.4 1.3 -0.4
C 7.10767 13.82772 9.18503 0.3 -1.4 -0.9
N 8.03746 13.98296 8.00377 0.7 -0.7 -0.4
O 8.44827 15.09710 7.72262 -0.4 -0.7 0.4
O 8.33084 12.95709 7.37374 -0.4 1.2 0.8
H 7.44701 13.01623 9.84067 0.2 0.2 -0.4
H 6.16083 13.51383 8.74495 0.0 0.3 0.2
H 7.09429 14.74295 9.70099 -0.2 1.1 0.5
C 12.98909 9.82372 15.27251 -0.1 -1.5 0.9
N 13.64634 10.17834 14.02730 -0.3 0.0 -2.5
O 13.48172 9.42122 13.04767 0.3 1.0 1.7
O 14.23418 11.24366 13.98372 -0.1 -0.7 -0.1
H 11.89940 9.78047 15.10992 0.6 -0.3 -0.1
H 13.22217 10.60037 15.96224 0.1 0.5 0.5
H 13.43685 8.85491 15.63638 -0.8 0.9 -0.5
Br 9.56376 14.05070 15.49019 0.3 0.1 0.2
C 8.07855 14.91594 14.59320 0.7 0.5 0.9
C 7.64882 14.00132 13.51955 1.7 -1.0 -0.6
Br 6.09290 14.70814 12.79262 -1.8 0.5 -0.9
H 8.38502 15.90850 14.28969 0.4 -0.1 -0.5
H 7.33206 15.11559 15.33435 -0.5 -0.4 0.5
H 7.48543 12.98580 13.90939 -0.1 0.4 -0.3
H 8.41243 13.97124 12.70683 -0.5 -0.2 0.7
Br 14.29811 6.87785 7.21790 -0.4 0.0 0.1
C 12.47937 6.54134 7.92136 -0.2 -0.8 -1.7
C 12.50532 6.73980 9.37274 -0.4 -0.1 1.8
Br 10.60068 6.95123 9.94787 0.5 -0.2 0.1
H 12.27275 5.47722 7.66062 0.0 0.9 0.1
H 11.75736 7.21786 7.41300 0.8 -0.4 0.2
H 12.96392 7.68510 9.65286 0.1 -0.1 0.1
H 12.91894 5.87557 9.95215 -0.3 0.9 -0.5
Br 10.31391 16.25782 11.49555 -0.4 0.3 -0.2
C 11.51033 15.02729 10.54194 -0.2 0.4 0.4
C 12.72628 15.00498 11.48916 -0.4 -0.7 -1.4
Br 13.87574 13.54700 10.75661 0.1 0.5 0.1
H 11.70378 15.45113 9.53624 0.0 -0.3 0.8
H 10.89757 14.11120 10.47085 0.8 0.4 0.1
H 12.42093 14.59212 12.47060 0.5 0.9 -0.5
H 13.25081 15.99998 11.39963 -0.4 -1.4 0.7